A 22-piece molecular cluster, H43O21 overall in a non-equilibrium geometry. Source: the Open Molecules 2025 dataset; level of theory: the ωB97M-V functional and the def2-TZVPD basis.

Summary:
Energy above the lowest of the compared OMol25 structures with the same formula, charge and spin, kJ/mol: 583.45
Charge: +1
E_LUMO, eV: -2.71
Orbital gap, Eh: 0.38268
DFT total energy, a.u.: -1605.45890

CARTESIAN COORDINATES (ANGSTROEM)
O: 1.26 0.27 0.87
H: 3.67 -0.57 0.83
H: 1.72 0.17 0.03
O: 0.14 1.32 2.79
H: -0.46 0.92 3.45
H: 0.74 1.07 0.93
O: 2.06 0.28 -2.00
H: 1.56 0.40 -2.83
H: -5.07 -2.32 -1.12
O: -2.72 -1.94 -2.31
H: -4.18 -1.24 -0.50
H: 2.54 -1.62 0.01
O: -1.41 -2.79 1.64
H: 2.64 -0.13 2.60
H: -2.34 -3.08 1.76
O: -4.33 -2.20 -0.52
H: -2.79 -0.99 -2.23
H: 1.82 4.38 1.47
O: 5.22 1.96 0.32
H: -1.31 -2.75 0.68
H: 4.40 2.39 0.09
O: 1.05 4.19 -1.74
H: 0.36 4.85 -1.88
H: 1.85 4.78 -1.67
O: 0.42 -4.11 0.95
H: 1.06 -4.21 1.75
H: -0.69 -3.87 1.82
O: 2.71 -1.03 2.98
H: 4.44 -0.95 -0.28
H: 3.34 -0.80 3.68
O: 0.78 -0.76 -4.01
H: 0.43 -0.64 -4.91
H: 0.27 -1.55 -3.77
O: -4.35 1.59 -2.15
H: -3.50 1.95 -1.81
H: -4.03 0.74 -2.46
O: 0.43 -3.12 3.28
H: 0.79 -3.24 0.67
H: -0.09 -3.23 4.10
O: 2.28 4.25 2.34
H: 1.75 3.55 2.73
H: -0.45 1.32 -0.40
O: -1.43 3.73 2.62
H: -0.74 4.26 3.04
H: -0.02 2.24 2.95
O: -2.15 -4.37 -0.61
H: -3.36 -2.07 -3.01
O: -1.78 0.90 -2.80
H: -1.14 1.32 -2.21
H: -1.53 0.38 -3.56
O: -1.39 1.23 -0.14
H: -1.18 0.91 0.75
H: 1.02 -2.36 3.47
O: 2.39 -2.59 0.05
H: 5.27 1.15 -0.21
H: 2.87 -2.94 -0.70
O: -2.73 3.51 -0.81
H: -3.29 3.37 -1.60
H: -2.38 2.67 -0.49
O: 3.70 -0.33 -0.13
H: 2.95 0.02 -2.23
H: -2.21 4.31 2.66
H: -2.48 -5.04 -1.21
H: -2.42 -3.52 -1.00